17
Properties=species:S:1:pos:R:3:forces:R:3:mulliken_charge:R:1 method="wB97M-V/def2-TZVPD" largest_force_ev_per_a=4.23 lumo_energy_ev=1.037
C 1.4620 -0.6171 -0.1325 0.24 -0.10 -0.02 -0.42
C 0.8243 0.7329 0.2869 0.92 0.44 -0.12 -0.54
C 0.0331 0.9948 -0.9457 1.44 0.57 -1.02 -0.59
C -0.9487 -0.2534 -0.7438 0.54 0.11 -0.60 -0.38
C -1.6087 0.0701 0.6591 0.24 0.41 -0.30 -0.61
C -0.1961 -0.1571 1.1930 0.14 0.34 0.26 -0.35
C 0.0589 -1.1823 0.0472 0.19 -0.01 0.00 -0.54
H 1.9399 -0.6304 -1.1188 -0.06 -0.13 0.13 0.33
H 2.1369 -1.0034 0.6371 -0.04 0.02 -0.07 0.31
H 1.5497 1.6127 0.1248 -0.52 -0.73 2.85 0.32
H 1.2676 1.4645 -1.3657 -3.14 -2.33 -1.61 0.14
H -0.4187 1.9088 -1.2836 -0.85 0.55 1.09 0.36
H -1.6059 -0.5999 -1.5474 0.42 0.01 0.06 0.44
H -2.1001 1.0335 0.8334 0.12 -0.01 -0.17 0.36
H -2.2975 -0.7371 0.9776 0.44 0.28 -0.33 0.30
H 0.0560 -0.3821 2.2311 -0.08 0.16 -0.15 0.43
H -0.1529 -2.2545 0.1472 -0.01 0.41 -0.01 0.44

8
Properties=species:S:1:pos:R:3:forces:R:3:mulliken_charge:R:1 method="wB97M-V/def2-TZVPD" largest_force_ev_per_a=2.15 lumo_energy_ev="-1.527 / -1.166"
C 0.2384 0.2451 -0.7838 1.40 0.45 1.58 -1.14
C -0.9279 -0.0282 0.0502 -0.20 0.24 2.10 -0.40
I 1.7311 -1.2660 -0.5539 0.02 0.22 -0.33 0.22
I 1.0915 2.1488 -0.0756 0.03 -0.49 -0.60 0.24
I -1.7950 -1.9532 -0.0577 0.17 0.19 0.13 0.16
I -2.4381 1.4435 -0.2331 0.07 -0.14 0.26 0.15
H -0.0720 0.3902 -1.7698 0.08 0.14 -1.89 0.62
H 0.3004 0.4158 1.6776 -1.56 -0.61 -1.26 0.16

41
Properties=species:S:1:pos:R:3:forces:R:3:mulliken_charge:R:1 method="wB97M-V/def2-TZVPD" largest_force_ev_per_a=6.38 total_charge=+1 smiles=C[Si](C)(C)[C@@H]([N+]#N)[C@H](c1cccc(F)c1)c1cc(F)cc(F)c1 lumo_energy_ev=-5.693
C 2.2931 0.9227 -1.8990 -0.15 0.33 0.31 -0.74
Si 1.0595 -0.4263 -2.2087 1.04 -0.94 -0.72 -0.06
C 0.4976 -0.4095 -4.0181 -0.65 0.25 0.22 -1.08
C 1.6781 -2.1303 -1.7933 0.06 -0.22 0.15 -0.88
C -0.3543 -0.0592 -0.9299 0.39 0.32 0.41 0.13
N -1.7587 -0.9311 -1.5978 -6.23 0.89 -0.71 0.38
N -2.8749 -1.0074 -1.8002 6.31 0.05 0.94 -0.37
C -0.4465 -0.4181 0.5647 -1.63 -0.80 0.80 0.02
C -1.8642 -0.1309 1.2076 0.69 0.00 0.21 0.40
C -2.7323 -1.1986 1.4770 -0.22 -0.26 -0.33 -0.51
C -4.0785 -0.9804 1.7976 0.16 0.45 0.16 -0.41
C -4.5754 0.3232 1.9413 0.26 -0.57 -0.27 -0.68
C -3.6569 1.3481 1.8275 -0.26 0.99 -0.17 0.19
F -4.1243 2.6384 1.9119 0.66 -1.17 0.14 -0.31
C -2.3060 1.1540 1.5254 -0.64 0.09 -0.45 -0.65
C 0.7536 0.1522 1.2889 0.54 0.26 0.22 0.15
C 0.8841 1.5135 1.5829 -0.02 0.17 -0.44 -0.54
C 2.1365 2.0019 1.9142 0.88 0.91 0.16 0.36
F 2.3082 3.3616 2.0140 -0.36 -1.43 0.07 -0.32
C 3.2710 1.2018 2.0549 -1.14 -0.49 -0.39 -0.89
C 3.0549 -0.1677 1.8850 1.25 0.02 0.23 0.22
F 4.1483 -0.9956 1.9605 -1.27 0.74 0.09 -0.32
C 1.8252 -0.7086 1.5659 -0.12 -0.15 -0.51 -0.53
H 3.2540 0.6747 -2.3706 -0.27 0.04 0.07 0.39
H 1.9306 1.8759 -2.3119 0.19 -0.20 0.09 0.33
H 2.4610 1.0606 -0.8227 0.11 0.02 -0.21 0.12
H 1.3051 -0.7016 -4.7093 -0.05 0.06 0.52 0.34
H -0.3322 -1.1081 -4.2093 0.21 0.15 0.06 0.35
H 0.1639 0.5890 -4.3390 0.06 -0.24 0.10 0.35
H 2.5991 -2.3472 -2.3597 -0.33 0.05 0.18 0.39
H 1.9096 -2.2303 -0.7219 -0.01 -0.03 -0.39 0.27
H 0.9325 -2.8962 -2.0626 0.25 0.16 0.08 0.32
H -0.5957 0.9940 -1.0813 -1.03 0.01 -0.24 0.58
H -0.3470 -1.5007 0.6036 0.11 -0.18 0.11 0.69
H -2.3799 -2.2321 1.4221 -0.05 0.31 -0.22 0.38
H -4.7606 -1.8195 1.9229 0.26 0.13 0.01 0.41
H -5.6391 0.5208 2.0835 0.42 0.02 0.10 0.46
H -1.6701 2.0260 1.4881 -0.29 -0.02 -0.22 0.43
H 0.0596 2.2191 1.5127 0.51 -0.16 -0.21 0.35
H 4.2480 1.6118 2.2194 0.22 0.11 0.15 0.51
H 1.7230 -1.7897 1.4639 0.11 0.33 -0.09 0.75

5
Properties=species:S:1:pos:R:3:forces:R:3:mulliken_charge:R:1 method="wB97M-V/def2-TZVPD" largest_force_ev_per_a=10.09 total_charge=-1 lumo_energy_ev="3.722 / 3.721"
O 1.3906 0.3383 -1.6766 1.11 -0.08 -0.26 -0.66
O -1.3138 -0.9076 0.6186 -5.51 -6.96 4.79 -0.39
F -0.4362 1.0796 1.6634 -0.12 0.12 -1.38 -0.67
S 1.0966 -0.5474 -0.4543 0.24 0.76 -1.36 0.17
S -0.7372 0.0371 -0.1511 4.28 6.16 -1.79 0.55

11
Properties=species:S:1:pos:R:3:forces:R:3:mulliken_charge:R:1 method="wB97M-V/def2-TZVPD" largest_force_ev_per_a=0.31 smiles="CC(=O)CO" lumo_energy_ev=0.866
C -1.5469 -0.0201 -0.1550 0.03 0.00 -0.02 -1.02
C -0.1655 0.0630 0.4390 0.04 0.02 0.31 0.69
O -0.0127 0.4101 1.5919 0.06 0.06 -0.28 -0.58
C 1.0866 -0.2663 -0.3737 -0.20 -0.07 -0.14 -0.31
O 2.1409 0.5689 0.0179 0.11 0.02 0.19 -0.51
H -2.0749 -0.8819 0.2681 0.10 0.08 -0.13 0.29
H -1.5284 -0.0811 -1.2451 -0.08 -0.06 0.15 0.31
H -2.0834 0.8771 0.1701 0.03 -0.16 -0.13 0.30
H 0.9271 -0.1502 -1.4514 -0.06 0.02 0.19 0.29
H 1.3233 -1.3304 -0.1815 -0.12 0.17 -0.08 0.20
H 1.9390 0.8390 0.9283 0.09 -0.08 -0.06 0.34

8
Properties=species:S:1:pos:R:3:forces:R:3:mulliken_charge:R:1 method="wB97M-V/def2-TZVPD" largest_force_ev_per_a=4.85 total_charge=-2 lumo_energy_ev=4.898
C -0.1221 0.1800 -0.8173 4.61 -1.40 -0.48 -0.61
O 0.7255 0.9498 1.7871 0.81 0.56 -0.39 -0.74
O 0.9757 -1.4498 0.8063 0.22 0.08 0.31 -0.76
O -1.3238 -0.5006 1.5543 0.48 -0.18 -0.22 -0.78
P 0.1126 -0.2342 1.1080 -2.20 -1.10 0.47 0.86
I -1.6267 -0.8757 -2.0076 0.56 0.40 0.39 -0.11
I 0.1265 2.2638 -1.3430 -0.28 0.16 -0.27 -0.12
H 1.1323 -0.3334 -1.0878 -4.20 1.49 0.20 0.26

104
Properties=species:S:1:pos:R:3:forces:R:3:mulliken_charge:R:1 method="wB97M-V/def2-TZVPD" largest_force_ev_per_a=4.27 lumo_energy_ev=-1.925
C -2.5494 -4.1320 3.3128 -0.91 -0.11 0.28 -0.87
C -4.0450 -3.4985 3.3563 1.22 -1.04 1.53 -0.46
N -4.0099 -2.0272 3.1256 -2.03 0.35 0.11 0.45
C -4.3213 -1.6743 1.6762 0.62 1.08 0.48 -1.30
C -2.9568 -1.4647 0.8120 -0.48 0.09 1.78 0.13
C -3.1486 -0.6221 -0.5327 0.25 -4.25 0.25 1.14
Cl -4.9452 -0.8811 -1.0134 0.73 0.98 0.02 -0.25
O -2.6095 0.6195 -0.7337 0.16 -0.16 0.23 0.32
C -2.7461 1.7783 0.0324 -0.30 2.06 1.78 1.04
C -2.7624 1.6603 1.6340 -0.65 -0.96 1.80 -0.81
O -1.4936 1.3418 2.2411 -0.65 -0.23 -0.60 -0.36
C -1.5918 0.6925 3.5132 1.45 -0.20 1.32 -0.46
C -4.0949 2.5915 -0.3656 -0.59 0.57 -0.90 -1.17
I -5.8323 2.1544 0.9420 1.94 0.45 2.75 0.12
C -4.6676 2.3893 -1.8630 -0.48 1.34 -1.01 -0.42
C -4.6384 3.7569 -2.7596 0.70 -0.30 -0.24 -0.74
I -6.8716 2.0277 -1.8280 -0.04 -0.42 -2.97 -0.05
C -1.4368 2.7030 -0.3129 -0.82 1.78 -0.06 0.21
S -1.4195 4.3072 0.7204 0.02 -0.34 0.69 -0.27
O -0.1490 2.2120 -0.0690 -0.26 -0.06 -0.54 -0.36
C 0.3769 1.0443 -0.5978 2.82 -2.81 0.68 1.24
F 0.0065 0.5890 -1.8899 -0.21 1.25 1.48 -0.32
C 1.9933 1.1724 -0.6062 -0.72 0.58 1.35 -1.17
C 2.7339 -0.2278 -0.4045 1.28 0.62 -0.23 0.34
C 3.2573 -0.4546 1.1159 -0.17 0.64 -1.09 -0.41
O 2.6823 -1.7032 1.6010 2.14 -0.35 0.73 -0.26
C 3.5851 -2.2252 2.5692 -0.45 0.80 2.84 0.62
C 4.5236 -3.4432 2.1588 -0.87 0.55 -0.73 -0.80
O 3.5838 -1.7356 3.7147 0.27 -1.67 -3.71 -0.55
P -1.4371 3.3766 -2.1235 -0.20 -0.10 -2.53 -0.09
N -1.8685 5.1188 -2.1073 1.61 -1.20 -0.47 -0.57
O 0.1944 3.4046 -2.7270 -1.24 0.61 2.32 -0.53
P -2.2849 -1.7126 -1.9019 0.32 1.57 -2.24 -0.06
C -3.4363 -3.1111 -2.4425 0.42 -1.06 0.85 -0.96
C -0.6539 -2.4130 -1.2948 0.09 -2.01 0.72 -0.74
C -5.1914 -1.4623 3.8536 -3.46 -1.20 0.50 0.60
C -5.1601 -0.0869 4.6510 1.29 0.34 -0.37 -0.84
O -6.2991 -2.0683 3.8261 3.75 1.84 0.15 -0.56
H -2.2602 -4.5001 2.2733 -0.25 0.63 1.36 0.19
H -1.7985 -3.3672 3.7228 -1.11 -1.17 -0.72 0.16
H -2.5852 -5.0382 4.0190 0.29 1.26 -1.14 0.39
H -4.7840 -4.0791 2.7171 0.91 0.86 0.53 0.28
H -4.3893 -3.6507 4.4451 0.45 0.23 -1.69 0.41
H -4.9218 -0.6931 1.7585 0.89 -1.48 -0.69 0.14
H -4.9835 -2.4978 1.2622 0.77 1.19 0.22 0.34
H -2.5836 -2.5442 0.6564 -0.44 1.77 -0.35 0.28
H -2.1395 -0.9674 1.4507 -1.34 -0.64 -0.82 -0.43
H -3.4746 0.8414 2.0222 0.71 1.21 -1.20 -0.16
H -3.1426 2.6144 2.1558 0.43 -1.21 -1.32 0.44
H -1.0900 -0.3442 3.4536 -1.10 1.38 0.03 0.17
H -2.6246 0.6345 3.9748 1.10 -0.01 -0.95 0.05
H -0.9352 1.2792 4.2578 -1.01 -0.70 -1.10 0.30
H -3.9918 3.7304 -0.2401 0.14 -1.94 0.00 0.49
H -4.1894 1.5722 -2.4813 -0.65 0.73 1.18 0.35
H -4.4475 4.6804 -2.1089 -0.16 -1.37 -0.99 0.20
H -3.8089 3.6110 -3.5459 -1.14 0.52 1.33 0.15
H -5.5936 3.9241 -3.3431 1.14 -0.34 0.88 0.49
H -2.6695 4.5097 1.2686 0.73 -0.56 -0.67 0.13
H 0.1744 0.1732 0.1340 -0.25 1.24 -1.20 -0.17
H 2.2248 1.8037 0.3321 -0.32 -0.81 -1.42 0.24
H 2.3590 1.7862 -1.4887 -0.61 -1.02 0.83 0.29
H 3.7003 -0.1705 -1.0303 -1.51 -0.19 0.76 0.12
H 2.1517 -1.1224 -0.8013 0.64 1.19 0.73 -0.21
H 4.4047 -0.5197 1.1245 -1.57 0.00 -0.09 0.37
H 2.9772 0.4093 1.8042 0.18 -1.14 -0.83 0.16
H 4.2528 -3.7966 1.1045 0.38 0.51 1.53 0.22
H 4.3453 -4.2893 2.8959 0.46 1.22 -0.86 0.32
H 5.6007 -3.0738 2.1516 -1.42 -0.60 0.25 0.27
H -0.9574 5.6010 -1.9864 -0.84 0.12 0.28 0.28
H -2.1055 5.2929 -3.1038 0.01 -0.20 0.74 0.31
H 0.7628 3.9029 -2.0916 -0.30 -0.50 -0.60 0.34
H -4.1519 -2.6868 -3.2151 0.87 -0.64 1.21 0.27
H -3.9558 -3.6120 -1.5549 0.35 0.63 -1.33 0.24
H -2.7835 -3.9264 -2.9293 -0.84 1.36 0.61 0.38
H 0.0402 -2.5704 -2.1950 -1.06 0.59 1.33 0.32
H -0.8272 -3.4736 -0.8671 0.33 1.48 -0.45 0.44
H -0.1248 -1.8354 -0.4753 -0.76 -0.48 -1.15 -0.04
H -6.0555 0.0544 5.3465 1.12 -0.48 -1.38 0.37
H -5.1027 0.7573 3.8663 -0.30 -1.14 1.16 0.04
H -4.2079 0.0448 5.2859 -1.36 -0.48 -1.00 0.24
C 4.3587 -4.0801 -3.3913 0.25 -0.18 -0.07 -0.40
C 5.5133 -4.1049 -4.0577 -0.22 -0.18 0.20 -0.36
C 6.0105 -2.9109 -4.7749 0.38 0.05 -0.24 0.32
O 7.0623 -2.9334 -5.3844 -0.24 -0.02 0.15 -0.56
C 5.1791 -1.6892 -4.7231 -0.26 0.16 0.09 -0.46
C 4.0245 -1.6647 -4.0567 0.19 0.17 -0.16 -0.16
C 3.5277 -2.8583 -3.3399 -0.30 0.07 0.14 0.29
O 2.4753 -2.8354 -2.7298 0.21 -0.06 -0.09 -0.43
H 3.9790 -4.9447 -2.8612 -0.04 0.03 0.00 0.45
H 6.1343 -4.9908 -4.1050 0.02 0.03 -0.03 0.40
H 5.5585 -0.8246 -5.2529 0.03 -0.03 0.01 0.42
H 3.4031 -0.7788 -4.0092 -0.02 -0.03 0.03 0.47
C 6.9978 1.9359 0.2112 0.12 0.09 0.25 -0.33
C 7.2010 2.9463 1.0572 0.07 -0.34 -0.07 -0.40
C 6.5578 4.2615 0.8495 0.08 0.37 0.31 0.34
O 6.7439 5.1837 1.6189 -0.05 -0.23 -0.20 -0.55
C 5.6799 4.4121 -0.3309 -0.17 -0.11 -0.29 -0.42
C 5.4769 3.4015 -1.1767 -0.07 0.28 0.08 -0.24
C 6.1201 2.0866 -0.9691 -0.05 -0.31 -0.27 0.41
O 5.9335 1.1625 -1.7402 -0.01 0.19 0.20 -0.56
H 7.4611 0.9666 0.3474 -0.02 0.00 -0.04 0.47
H 7.8400 2.8526 1.9264 -0.02 0.05 0.00 0.42
H 5.2166 5.3813 -0.4671 0.03 0.01 0.04 0.42
H 4.8378 3.4951 -2.0462 0.02 -0.05 -0.01 0.46